The following is a DFT calculation (wB97M-V/def2-TZVPD) of a single C23H26N2O5S molecule at a distorted geometry.

Spin multiplicity = 1
SMILES = COc1ccc(-c2nc(CS(=O)(=O)CC(=O)NCCCc3ccccc3)c(C)o2)cc1
E_HOMO = -8.05 eV
M = 442.537 g/mol

The geometry in XYZ format:
```
57
Properties=species:S:1:pos:R:3:forces:R:3:nbo_charge:R:1
C -5.1514 -0.0926 2.1992 0.0 -0.2 0.1 -0.254
H -4.7725 0.0010 3.2216 0.0 0.0 0.0 0.178
O -4.8602 1.0529 1.4332 0.2 0.3 -0.2 -0.487
C -3.5613 1.3686 1.2037 0.1 0.1 -0.1 0.326
C -2.4675 0.6686 1.7092 -0.3 -0.1 0.1 -0.297
C -1.1844 1.0681 1.3967 0.1 0.3 -0.2 -0.148
C -0.9677 2.1679 0.5681 -0.6 0.0 0.0 -0.105
C -2.0642 2.8778 0.0725 0.1 -0.1 0.1 -0.173
C -3.3429 2.4867 0.3923 -0.2 -0.1 0.1 -0.265
H -4.2012 3.0207 0.0160 -0.1 0.1 0.0 0.227
H -1.9005 3.7314 -0.5681 0.0 0.1 -0.1 0.223
C 0.3774 2.5063 0.1714 1.0 -0.4 0.5 0.499
N 1.4723 2.0271 0.6875 -1.0 0.2 0.2 -0.503
C 2.4950 2.5259 -0.0752 -0.6 1.0 -0.9 0.035
C 1.9600 3.3236 -1.0479 1.1 -0.4 0.5 0.282
O 0.6127 3.3216 -0.8783 -0.3 0.1 -0.1 -0.406
C 2.5499 4.1245 -2.1471 -0.4 -0.1 0.1 -0.654
H 2.2705 5.1725 -2.0444 0.1 0.1 0.0 0.231
H 3.6320 4.0395 -2.1278 0.1 0.0 0.0 0.227
H 2.1797 3.7695 -3.1080 0.1 0.0 -0.1 0.234
C 3.8666 2.0334 0.1474 -0.4 -0.8 0.1 -0.644
H 4.2884 2.3202 1.1071 0.1 0.1 0.1 0.246
H 4.5440 2.2851 -0.6626 0.1 -0.2 0.0 0.261
S 3.6996 0.2003 0.1966 0.6 0.2 0.0 2.147
O 5.0078 -0.4014 0.1044 0.3 0.1 0.3 -0.957
O 2.7580 -0.2027 -0.8119 -0.4 0.3 0.0 -0.951
C 3.0603 -0.1489 1.8664 0.0 0.4 -0.4 -0.761
C 2.1970 -1.4009 1.8984 0.5 0.0 -0.3 0.682
O 1.2023 -1.4660 2.5893 -0.2 0.1 0.3 -0.621
N 2.6596 -2.4085 1.1393 0.1 -0.3 -0.1 -0.607
H 3.4239 -2.2246 0.5079 0.0 -0.1 0.1 0.410
C 1.8829 -3.6211 0.9477 -0.4 -0.1 0.2 -0.217
C 0.5455 -3.3458 0.2568 0.3 0.0 -0.1 -0.407
H -0.0400 -4.2671 0.2421 -0.1 0.0 0.0 0.205
H 0.0028 -2.6139 0.8564 0.0 -0.1 0.0 0.227
C 0.7083 -2.8043 -1.1689 -0.2 -0.1 0.2 -0.453
C -0.5859 -2.1890 -1.6183 0.1 0.0 -0.1 0.093
C -0.7685 -0.8154 -1.5205 0.0 -0.1 -0.1 -0.251
C -1.9763 -0.2394 -1.8714 -0.1 0.1 0.0 -0.197
C -3.0204 -1.0321 -2.3171 -0.1 0.1 0.0 -0.237
C -2.8465 -2.4016 -2.4217 -0.1 -0.1 0.0 -0.196
C -1.6361 -2.9752 -2.0745 0.0 0.0 0.0 -0.258
H -1.5039 -4.0449 -2.1603 0.0 -0.1 0.0 0.204
H -3.6564 -3.0244 -2.7749 -0.1 0.0 0.0 0.207
H -3.9655 -0.5827 -2.5856 -0.1 0.0 0.0 0.209
H -2.1065 0.8300 -1.7941 0.0 0.1 0.0 0.212
H 0.0501 -0.2020 -1.1725 0.1 0.1 0.1 0.218
H 1.0029 -3.6147 -1.8398 0.1 0.0 0.0 0.201
H 1.4836 -2.0375 -1.1820 0.0 -0.1 0.0 0.236
H 1.6866 -4.0514 1.9348 0.1 -0.1 -0.1 0.212
H 2.4876 -4.3181 0.3666 0.0 0.0 0.1 0.201
H 3.9374 -0.2614 2.4987 0.1 0.0 0.0 0.261
H 2.4544 0.7026 2.1658 0.0 -0.1 0.0 0.298
H -0.3402 0.5144 1.7758 0.1 -0.1 0.1 0.247
H -2.6015 -0.1958 2.3388 0.0 -0.1 0.1 0.227
H -4.7396 -0.9956 1.7385 0.0 0.0 0.0 0.183
H -6.2379 -0.1614 2.2230 0.1 0.0 0.0 0.201
```
Positions in Å, forces in eV/Å.


The following is a DFT calculation (wB97M-V/def2-TZVPD) of a single C23H26N2O6 molecule at a distorted geometry.

Spin multiplicity = 1
SMILES = CCOc1ccc(-n2cc(C(=O)NCCOC)c3cc(OC)c(OC)cc3c2=O)cc1
E_HOMO = -7.80 eV
M = 426.469 g/mol

The geometry in XYZ format:
```
57
Properties=species:S:1:pos:R:3:forces:R:3:nbo_charge:R:1
C -7.5825 -0.9554 1.5324 0.2 0.2 -0.3 -0.638
C -7.3978 0.1389 0.4852 -0.3 0.0 0.4 -0.063
O -6.5461 -0.2580 -0.5716 0.2 -0.1 -0.2 -0.491
C -5.2029 -0.3094 -0.3804 0.3 0.0 0.0 0.307
C -4.5255 0.1258 0.7552 -0.4 0.1 0.0 -0.264
C -3.1464 0.0378 0.8159 0.3 -0.2 -0.3 -0.218
C -2.4229 -0.4773 -0.2490 -0.6 0.0 0.1 0.103
C -3.0923 -0.9124 -1.3873 0.0 0.1 0.1 -0.159
C -4.4654 -0.8293 -1.4475 -0.1 0.1 0.1 -0.253
H -5.0009 -1.1613 -2.3224 -0.1 0.0 -0.1 0.227
H -2.5369 -1.3204 -2.2156 0.0 0.0 -0.1 0.234
N -1.0056 -0.5509 -0.1632 0.1 -0.2 -0.1 -0.416
C -0.3230 0.5562 0.2260 0.9 0.6 0.1 0.084
C 1.0248 0.5932 0.3803 -0.7 0.0 0.2 -0.170
C 1.7723 -0.6216 0.2076 -0.3 -0.5 -0.2 -0.038
C 3.1410 -0.7438 0.4980 0.3 -0.1 0.1 -0.344
C 3.8068 -1.9366 0.3218 0.1 -0.1 0.0 0.377
C 3.1047 -3.0742 -0.1699 -0.1 0.0 0.0 0.239
C 1.7571 -2.9689 -0.4177 0.2 -0.2 0.0 -0.260
C 1.0758 -1.7593 -0.2235 0.5 0.3 0.1 -0.100
C -0.3656 -1.7586 -0.4481 0.0 -0.1 0.0 0.643
O -0.9959 -2.7303 -0.8245 0.0 -0.1 0.0 -0.617
H 1.1692 -3.8065 -0.7566 0.0 -0.1 0.0 0.249
O 3.8526 -4.1938 -0.3333 0.1 0.4 0.1 -0.479
C 3.2069 -5.3574 -0.7925 -0.1 -0.2 -0.1 -0.252
H 2.4270 -5.6841 -0.0978 0.0 0.0 0.0 0.180
H 3.9826 -6.1190 -0.8511 -0.1 0.0 0.0 0.201
H 2.7675 -5.2075 -1.7837 0.0 0.0 0.0 0.179
O 5.1204 -2.1415 0.5846 -0.4 -0.2 -0.2 -0.487
C 5.8764 -1.0814 1.1157 0.1 0.2 0.1 -0.253
H 5.4743 -0.7396 2.0748 0.0 0.0 0.0 0.180
H 5.9287 -0.2357 0.4216 0.0 0.0 0.0 0.173
H 6.8768 -1.4831 1.2673 -0.1 0.1 0.0 0.205
H 3.6607 0.1091 0.9026 0.1 0.0 0.0 0.230
C 1.6233 1.9137 0.7176 0.0 -0.2 -0.2 0.660
O 1.1194 2.6807 1.5161 -0.2 0.2 0.2 -0.631
N 2.7464 2.2147 0.0181 0.1 0.0 -0.1 -0.618
H 3.0426 1.5868 -0.7128 -0.1 0.0 0.1 0.399
C 3.4462 3.4717 0.1378 0.0 0.3 -0.2 -0.271
C 3.3085 4.3681 -1.1120 0.2 0.0 0.2 -0.065
O 2.3301 5.3660 -1.0144 0.1 0.1 0.0 -0.529
C 1.0028 4.8940 -0.9472 -0.1 0.0 0.0 -0.268
H 0.7834 4.2171 -1.7829 0.0 0.0 0.0 0.158
H 0.3668 5.7739 -1.0191 -0.1 -0.1 0.0 0.193
H 0.7982 4.3799 -0.0037 0.0 0.0 0.0 0.194
H 4.2408 4.9148 -1.2713 0.0 -0.1 0.0 0.192
H 3.1190 3.7300 -1.9920 0.1 0.1 0.1 0.155
H 4.5064 3.2687 0.3185 -0.1 0.1 0.0 0.195
H 3.0306 3.9918 1.0038 0.1 0.0 -0.1 0.248
H -0.9123 1.4492 0.3774 0.0 0.0 0.0 0.233
H -2.6310 0.3643 1.7073 0.1 0.0 0.1 0.223
H -5.0527 0.5333 1.6030 -0.1 0.0 0.1 0.213
H -7.0378 1.0667 0.9466 0.0 0.0 -0.1 0.169
H -8.3532 0.3485 -0.0041 0.1 0.1 0.1 0.195
H -8.2833 -0.6212 2.2924 -0.1 0.0 0.1 0.215
H -6.6365 -1.2033 2.0073 0.0 0.0 0.1 0.213
H -7.9736 -1.8530 1.0604 -0.1 -0.1 0.0 0.217
```
Positions in Å, forces in eV/Å.


The following is a DFT calculation (wB97M-V/def2-TZVPD) of a molecular structure, C23H26N3O4P2SSe2Ti at a distorted geometry.

Spin multiplicity = 2
E_HOMO (spin up / spin down) = -6.97 / -7.40 eV
M = 708.280 g/mol

The geometry in XYZ format:
```
62
Properties=species:S:1:pos:R:3:forces:R:3:nbo_charge:R:1
Ti 0.0762 0.0820 -0.1102 2.3 3.7 0.1 1.259
N 3.0796 -0.3828 -2.6908 -0.1 -0.1 -0.1 -0.807
C 2.0672 -0.7272 -1.8440 0.1 -0.4 0.8 0.284
S 2.3773 -0.6548 -0.1065 0.5 -0.2 -0.2 -0.281
N 0.9249 -1.1006 -2.3099 0.0 -0.2 -1.3 -0.373
N -0.0151 -1.3106 -1.3317 -0.6 -3.7 -0.9 -0.406
C -0.5776 -2.4877 -1.2113 0.7 0.8 -0.8 0.133
C -1.4383 -2.8004 -0.1257 -0.5 0.2 1.0 -0.199
C -2.0568 -4.0602 -0.0489 0.2 0.3 -0.1 -0.141
C -2.8613 -4.4022 1.0111 -0.1 -0.1 0.0 -0.249
C -3.0928 -3.4836 2.0313 0.2 0.1 -0.2 -0.168
C -2.4940 -2.2403 1.9946 0.1 0.2 0.0 -0.276
C -1.6479 -1.8756 0.9431 -0.6 -1.4 -0.3 0.426
O -1.0305 -0.7094 0.9551 -1.9 -1.5 1.8 -0.758
H 4.0132 -0.5032 -2.3307 -0.1 0.0 0.0 0.399
H 2.9321 -0.6601 -3.6489 0.0 0.0 -0.1 0.400
H -0.3746 -3.2420 -1.9670 0.1 0.0 0.0 0.210
H -1.8840 -4.7653 -0.8486 0.0 -0.1 -0.1 0.211
H -3.3159 -5.3793 1.0549 -0.1 -0.1 0.0 0.216
H -3.7374 -3.7450 2.8572 0.0 0.0 0.1 0.216
H -2.6586 -1.5236 2.7887 0.0 0.0 0.0 0.222
Se -0.4170 2.0735 -1.5273 -0.7 0.8 -0.6 -0.449
P -2.4176 1.5244 -2.3119 0.0 0.1 -0.1 0.970
Se -3.0842 -0.4326 -1.8677 -0.3 0.1 -0.3 -0.494
C -3.6386 2.7388 -1.6756 0.4 -0.3 -0.1 -0.292
C -4.9770 2.4462 -1.9054 0.0 0.0 -0.1 -0.215
C -5.9567 3.2840 -1.4096 -0.1 0.0 0.0 -0.199
C -5.6037 4.3909 -0.6543 0.0 0.1 0.0 -0.204
C -4.2692 4.6840 -0.4303 -0.1 0.1 0.1 -0.219
C -3.2824 3.8660 -0.9514 0.2 0.0 -0.1 -0.229
C -2.3048 1.9404 -4.0908 0.0 -0.1 0.4 -0.293
C -2.2637 0.9499 -5.0575 -0.1 -0.1 0.1 -0.219
C -2.1081 1.2986 -6.3887 0.0 0.0 -0.1 -0.199
C -1.9886 2.6306 -6.7486 0.0 0.0 0.0 -0.205
C -2.0248 3.6188 -5.7769 0.0 0.2 0.0 -0.212
C -2.1802 3.2776 -4.4479 -0.1 -0.1 0.1 -0.218
H -5.2362 1.5538 -2.4602 0.0 0.0 0.0 0.238
H -6.9971 3.0665 -1.5977 -0.1 0.0 0.0 0.214
H -6.3742 5.0242 -0.2402 -0.1 0.1 0.0 0.212
H -3.9904 5.5482 0.1550 0.0 0.1 0.0 0.212
H -2.2348 4.1021 -0.8033 0.0 -0.1 0.1 0.230
H -2.3626 -0.0844 -4.7559 0.0 -0.1 0.0 0.240
H -2.0715 0.5294 -7.1454 0.0 -0.1 -0.1 0.212
H -1.8655 2.9050 -7.7853 0.0 0.0 -0.1 0.212
H -1.9233 4.6578 -6.0520 0.0 0.1 -0.1 0.213
H -2.2087 4.0356 -3.6772 0.0 0.1 0.0 0.220
C 2.8809 3.7183 3.1543 0.2 0.1 0.3 -0.246
O 1.7877 3.1422 2.4712 -0.4 -0.3 -0.2 -0.835
P 1.9354 1.7465 1.6147 0.7 1.3 0.2 1.673
O 1.8492 2.3974 0.0987 -0.2 -0.1 0.6 -0.834
C 3.0082 2.6504 -0.6772 0.2 -0.2 -0.3 -0.254
O 0.3553 1.3350 1.6704 0.2 0.2 0.2 -0.853
C -0.7029 2.2585 1.9735 -0.6 0.3 0.2 -0.244
H 2.6544 4.7774 3.2754 0.1 0.0 0.0 0.196
H 3.8203 3.6198 2.6074 0.0 0.0 0.0 0.173
H 2.9971 3.2633 4.1402 0.0 0.0 0.0 0.181
H 2.7131 3.3476 -1.4609 0.1 0.0 0.1 0.206
H 3.3567 1.7190 -1.1353 0.0 0.2 0.1 0.198
H 3.8087 3.0844 -0.0780 0.0 0.1 0.0 0.173
H -0.6708 2.5294 3.0303 0.1 -0.1 -0.1 0.199
H -1.6341 1.7286 1.7508 0.2 0.1 0.0 0.213
H -0.6284 3.1589 1.3603 0.0 -0.2 0.0 0.210
```
Positions in Å, forces in eV/Å.


The following is a DFT calculation (wB97M-V/def2-TZVPD) of a molecular structure, C23H26N3O5S4SeY at a distorted geometry.

Spin multiplicity = 1
E_HOMO = -7.77 eV
M = 720.611 g/mol

The geometry in XYZ format:
```
63
Properties=species:S:1:pos:R:3:forces:R:3:nbo_charge:R:1
Y -0.2135 0.3091 0.8197 0.0 -0.5 -1.2 1.872
C 2.7728 -1.4857 2.4878 0.9 0.7 2.7 -0.547
C 2.6558 -2.3345 1.3159 -0.5 -1.1 -2.2 -0.544
S 0.9475 -2.5272 0.7704 -0.8 -0.5 -0.9 0.197
C 1.2807 -3.1040 -0.9846 -0.6 0.4 0.3 -0.495
C 1.4624 -1.8663 -1.8955 0.7 -1.2 1.4 -0.566
S 3.0834 -2.0183 -2.6393 0.1 1.1 -0.4 0.188
C 3.4441 -0.2444 -2.9794 -0.7 -0.2 -0.9 -0.539
C 3.8271 0.6527 -1.7866 0.9 -2.8 -0.3 -0.582
S 2.4306 1.3044 -0.9216 -0.8 0.2 0.1 0.305
C 3.3168 1.9736 0.4850 -1.2 0.1 -0.3 -0.528
C 3.6411 0.9312 1.4889 0.5 0.1 0.1 -0.552
S 2.2360 0.2530 2.3377 0.1 -0.7 0.4 0.285
H 3.8165 -1.5324 2.9260 -1.0 0.3 -0.6 0.245
H 2.1477 -1.8730 3.3098 0.0 0.1 -0.3 0.249
H 2.8682 -3.3796 1.4975 0.9 -0.1 0.4 0.240
H 3.1838 -2.0190 0.4088 0.3 0.2 0.4 0.234
H 0.4445 -3.7446 -1.2799 0.0 0.3 0.2 0.242
H 2.1652 -3.7403 -1.0455 0.0 0.0 0.6 0.229
H 1.5537 -1.0390 -1.2040 -0.4 0.3 -0.5 0.226
H 0.6367 -1.7842 -2.5612 -0.4 0.4 -0.7 0.246
H 2.6730 0.2118 -3.6400 0.0 -0.3 0.8 0.238
H 4.2128 -0.4133 -3.7201 0.9 0.5 0.2 0.240
H 4.4225 1.4551 -2.0938 0.7 1.5 -0.9 0.221
H 4.5597 0.0396 -1.2053 -0.9 0.3 0.2 0.211
H 2.6712 2.7264 0.9148 0.0 0.3 0.0 0.262
H 4.2057 2.4173 0.1060 0.8 0.6 -0.2 0.227
H 4.2808 1.3783 2.2151 0.5 0.3 0.8 0.238
H 4.2152 0.1649 1.0150 0.2 -0.8 -0.3 0.217
O -0.4210 0.8096 -3.7902 0.6 0.6 0.6 -0.687
C -1.6865 0.4323 -4.0386 0.0 -1.5 -1.3 0.343
C -1.9977 0.3443 -5.4541 1.4 1.2 1.7 -0.259
C -3.0998 -0.3359 -5.8344 -1.1 -0.4 0.7 -0.193
C -4.0042 -0.8748 -4.8647 -0.1 0.0 -1.2 -0.259
C -3.7600 -0.6859 -3.5385 1.3 0.0 0.2 -0.150
C -2.5300 -0.1199 -3.0848 -0.8 -0.1 0.8 -0.204
C -2.1599 -0.1752 -1.5866 -0.9 1.1 -1.6 0.596
O -0.8943 -0.2636 -1.3232 0.3 0.1 0.7 -0.889
N -3.1302 0.0150 -0.7315 0.8 -0.3 0.0 -0.416
N -2.6033 0.0500 0.5807 0.5 0.1 -0.5 -0.430
C -3.4999 0.1405 1.4857 1.0 -0.8 0.4 0.159
C -3.2654 0.1091 2.9139 1.0 0.5 1.2 -0.200
C -4.3878 0.2486 3.7603 0.7 -0.3 -1.0 -0.140
C -4.3445 0.4428 5.1149 2.3 -0.2 0.0 -0.269
C -3.0440 0.6377 5.6462 -1.2 -0.3 -0.9 -0.152
C -1.9174 0.5421 4.8384 -0.2 0.0 1.3 -0.303
C -1.9446 0.1480 3.5215 -1.0 0.6 -2.3 0.400
O -0.8274 0.0483 2.7868 -1.2 -0.2 1.3 -0.908
H -0.1985 0.5921 -2.8609 -0.3 0.1 -0.2 0.511
H -1.2487 0.8524 -6.1104 -0.9 -0.8 0.4 0.226
H -3.2942 -0.4763 -6.8686 -0.2 -0.1 -0.8 0.210
H -4.8757 -1.4803 -5.1884 0.6 0.7 0.2 0.214
H -4.4118 -1.1178 -2.8147 -0.4 -0.1 0.5 0.222
H -4.4789 0.1714 1.0983 -1.5 0.1 -0.1 0.194
H -5.2912 0.2023 3.2228 -1.4 -0.1 -0.3 0.201
H -5.1974 0.4088 5.7448 -0.7 0.2 0.3 0.219
H -2.9684 0.8747 6.6850 0.3 0.2 0.5 0.210
H -0.9775 0.8272 5.2475 0.8 -0.1 0.3 0.219
O 0.2780 2.3260 0.6485 -0.1 0.4 -0.3 -0.721
O 0.0336 3.6853 0.9565 -0.3 -0.3 0.5 -0.396
Se -0.4191 3.7467 2.7087 -0.7 0.4 -0.8 0.757
C 1.2949 3.6636 3.2711 -0.7 -0.1 0.1 -0.037
N 2.3309 3.4992 3.7164 1.7 -0.1 0.5 -0.323
```
Positions in Å, forces in eV/Å.


Computed values of energy relative to the best compared isomer or geometry (same formula, charge and spin) (unit: kJ/mol) for the preceding records, in sequence: 165.47, 349.56, 241.25, 73.84.